1.
The following is a DFT calculation (wB97M-V/def2-TZVPD) of one molecule with the formula C6H11N3 in a non-equilibrium geometry.

```
! wB97M-V def2-TZVPD RIJCOSX def2/J DEFGRID3
* xyz 0 1
C 0.0741 0.0891 -2.1429
C 0.2160 2.0528 -1.1245
C 0.2310 -0.5139 -0.9559
C 0.5203 2.2185 1.2492
C -1.5895 -1.7267 0.2146
C 0.8285 -1.8937 0.8347
N 0.1736 1.3926 -2.2812
N 0.2354 1.5265 0.0447
N -0.1552 -1.3580 -0.0592
H -0.1697 -0.5670 -2.9223
H 0.1754 3.1234 -1.1914
H -0.0756 1.5448 1.9021
H 1.5705 2.1767 1.3352
H 0.1076 3.2259 1.2920
H -1.6648 -1.6645 1.2934
H -2.0876 -0.8210 -0.2534
H -1.5489 -2.7058 -0.3325
H 1.8022 -2.0138 0.3609
H 0.8497 -1.1251 1.6439
H 0.5069 -2.9609 1.0928
*
```

The frontier orbital gap comes out at 8.26 eV. The calculation puts the calculated total energy at -399.33421 a.u. The HOMO energy comes out at -7.574 eV. The LUMO energy is 0.02536 Ha.

---

2.
The following is a DFT calculation (wB97M-V/def2-TZVPD) of one molecule with the formula C6H11N3 in a non-equilibrium geometry.

```
! wB97M-V def2-TZVPD RIJCOSX def2/J DEFGRID3
* xyz 0 1
C -1.2569 0.4720 -1.6426
C 0.4699 -1.2209 -1.3706
N -0.3791 -0.2289 -0.7059
C -1.1335 -0.8258 0.5498
N -1.9330 -1.6842 0.7651
H -1.8061 1.2396 -1.0987
H -1.9647 -0.2355 -2.0776
H -0.6647 0.9373 -2.4333
H -0.1609 -1.9211 -1.9186
H 1.1638 -0.7203 -2.0479
H 1.0433 -1.7692 -0.6257
C 0.5426 0.9279 0.3456
C -0.1910 0.0709 2.7264
C 1.9016 0.9425 0.4206
N -0.3383 0.1424 1.4795
H 0.0373 1.8782 0.2083
H -0.8686 -0.5333 3.3222
H 0.6427 0.6057 3.1779
H 2.4233 1.8828 0.3384
H 2.4723 0.0397 0.5872
*
```

The frontier orbital gap comes out at 7.13 eV. The calculation puts the calculated total energy at -399.28698 a.u. The HOMO energy comes out at -7.164 eV. The LUMO energy is -0.00130 Ha.

---

3.
The following is a DFT calculation (wB97M-V/def2-TZVPD) of one molecule with the formula C6H11N3 in a non-equilibrium geometry.

```
! wB97M-V def2-TZVPD RIJCOSX def2/J DEFGRID3
* xyz 0 1
C -1.2092 1.1543 0.3063
C 0.9238 2.3230 0.7024
C -1.6295 -0.2688 0.7232
C -1.3245 -0.4073 -0.7439
C -1.0218 -1.5380 -1.6017
C 2.1295 -0.2354 -0.0865
N -1.4636 0.8000 -1.0549
N 0.2704 1.2660 0.3811
N 0.6636 0.0946 0.1186
H -1.6494 2.0890 0.8393
H 0.2240 3.1899 0.9550
H 2.0325 2.2532 0.8704
H -1.1356 -0.8587 1.5437
H -2.7074 -0.2562 0.8674
H -1.0704 -2.4534 -1.0559
H 0.0795 -1.4147 -1.8346
H -1.6886 -1.5670 -2.4227
H 2.7656 0.6246 -0.3230
H 2.6219 -0.6550 0.8377
H 1.9980 -1.1238 -0.8825
*
```

The frontier orbital gap comes out at 8.62 eV. The calculation puts the calculated total energy at -399.28953 a.u. The HOMO energy comes out at -7.650 eV. The LUMO energy is 0.03556 Ha.

---

4.
The following is a DFT calculation (wB97M-V/def2-TZVPD) of one molecule with the formula C6H11N3 in a non-equilibrium geometry.

```
! wB97M-V def2-TZVPD RIJCOSX def2/J DEFGRID3
* xyz 0 1
C 0.1647 1.9109 0.4118
N -1.0844 1.7221 0.2599
N -1.1293 0.5396 -0.4000
C -2.4398 -0.1810 -0.2961
C -1.1723 -0.6610 0.3443
C -0.1622 -1.6148 -0.1076
C 1.1597 -1.1663 0.4661
N 1.8794 -0.0614 -0.1710
C 1.3678 1.2751 -0.3858
H 0.3205 2.7728 1.0034
H -3.1620 0.4152 0.4132
H -2.9597 -0.6622 -1.1303
H -1.2772 -0.5221 1.4797
H -0.2812 -2.7507 0.0642
H -0.0182 -1.5598 -1.1792
H 1.9860 -1.8470 0.3861
H 1.1172 -0.8640 1.5988
H 2.3753 -0.2892 -0.9633
H 2.3092 1.9851 -0.3116
H 1.0064 1.5587 -1.4826
*
```

The frontier orbital gap comes out at 9.43 eV. The calculation puts the calculated total energy at -399.32415 a.u. The HOMO energy comes out at -8.421 eV. As for the structure (SMILES): C1=N\N2C[C@H]2CCNC/1. The LUMO energy is 0.03711 Ha.

---

5.
The following is a DFT calculation (wB97M-V/def2-TZVPD) of one molecule with the formula C6H11N3 in a non-equilibrium geometry.

```
! wB97M-V def2-TZVPD RIJCOSX def2/J DEFGRID3
* xyz 0 1
C -1.5022 -1.8580 0.2251
C -1.4695 -0.3647 0.0278
N -2.4254 0.5283 0.1232
C -1.9571 1.7751 -0.0538
N -0.6191 1.8190 -0.1923
C -0.1404 0.5714 -0.2511
N 1.1887 0.2586 -0.3160
C 1.8769 -1.0025 -0.2022
C 2.0616 1.3581 -0.0108
H -1.8483 -2.5019 -0.5899
H -0.5294 -2.3206 0.3130
H -1.9476 -1.9325 1.2226
H -3.3452 0.1232 0.0040
H -2.4590 2.6325 0.0944
H 1.2489 -1.9149 -0.6805
H 2.9468 -1.0198 -0.5967
H 1.9756 -1.1362 0.9629
H 2.7594 1.1095 0.7103
H 2.5684 1.5529 -1.0941
H 1.6171 2.3222 0.3040
*
```

The frontier orbital gap comes out at 7.31 eV. The calculation puts the calculated total energy at -399.37779 a.u. The HOMO energy comes out at -6.411 eV. As for the structure (SMILES): Cc1[nH]cnc1N(C)C. The LUMO energy is 0.03303 Ha.

---

6.
The following is a DFT calculation (wB97M-V/def2-TZVPD) of one molecule with the formula C6H11N3.

```
! wB97M-V def2-TZVPD RIJCOSX def2/J DEFGRID3
* xyz 0 1
C 1.8258 -0.4814 0.0796
C -0.5774 2.3251 0.8003
C -0.5580 -1.4992 0.1298
C 0.4340 -0.5643 -0.5118
N -0.0554 -2.4248 0.9965
C 0.2412 -0.1388 -1.9186
C -0.6569 1.8504 -0.6109
N -0.1457 0.7379 -1.0000
N -1.8000 -1.5537 -0.1507
H 0.7821 -2.2274 1.5221
H -0.7463 -2.9978 1.4537
H -2.0818 -0.9060 -0.8787
H -0.3632 -0.5567 -2.7014
H -1.1493 2.4660 -1.3534
H 2.3137 -1.4520 0.0050
H 2.4164 0.2370 -0.4832
H 1.8081 -0.1753 1.1267
H -0.0453 3.2825 0.8630
H -1.5811 2.4844 1.2094
H -0.0608 1.5941 1.4224
*
```

The frontier orbital gap (alpha / beta) comes out at 7.99 / 7.99 eV. The calculation puts the calculated total energy at -399.36722 a.u. The HOMO energy (alpha / beta) comes out at -7.117 / -7.118 eV. The LUMO energy (alpha / beta) is 0.03206 / 0.03206 Ha.

---

For each record above, in turn, the calculated M values are 125.17 125.17 125.17 125.17 125.17 125.17 g/mol.